Record 1
Computed, not measured: 3 unconnected molecules or ions with the total composition C15H40O10P2Si in a non-equilibrium geometry, with wB97M-V/def2-TZVPD.

Each line ends with the Mulliken charge.
Positions of all 68 atoms, in Å:
H -0.421 -2.245 -1.863  0.279
C 8.067 -1.282 -0.896  -0.495
C 0.602 1.028 5.787  -0.129
H 1.068 0.255 5.172  0.171
H -2.505 -3.095 -0.795  0.371
O -1.323 -1.285 -3.399  -0.390
H -2.420 0.984 -0.395  0.138
O -2.069 2.060 3.035  -0.793
H -2.968 -0.630 -6.773  0.344
C 5.624 -0.564 -0.507  -0.554
C -4.789 0.627 3.296  -0.730
H -5.704 1.130 2.979  0.369
H -5.031 -0.407 3.551  0.285
O -0.816 0.975 5.647  -0.420
C -3.358 1.442 -2.284  -0.544
H -4.804 1.254 5.352  0.345
H 2.252 2.401 5.605  0.372
C -4.160 1.335 4.473  -0.358
H -3.119 2.507 -2.272  0.366
H -1.443 -0.916 -1.366  0.049
O -2.336 0.813 -3.046  -0.321
H 7.922 -2.349 0.758  0.310
H 3.136 -0.076 -1.673  -0.159
P -1.520 1.304 4.202  1.174
O -3.927 -0.202 -4.648  -0.806
C 1.169 2.400 5.486  -1.120
H -4.040 2.396 4.262  0.328
H -4.129 1.447 -0.269  0.454
P -2.587 -0.460 -4.049  1.100
H 1.510 -0.956 2.947  0.249
H -2.837 1.523 -7.968  0.370
H -3.474 -2.313 -2.058  0.371
H 1.755 -0.049 1.454  0.172
C -1.380 -1.759 -2.056  0.129
C -0.255 0.056 2.223  -0.022
H -4.100 0.594 2.452  0.016
C -2.392 1.447 -6.974  -1.040
H -4.346 1.344 -2.738  0.338
C -2.094 0.003 -6.627  -0.313
H -1.310 -0.376 -7.287  0.338
Si 3.853 -1.126 -0.921  0.399
O -2.913 0.727 4.819  -0.354
C -2.497 -2.756 -1.831  -1.230
C 1.247 -0.043 2.411  -0.882
H 8.664 -1.862 -1.613  0.268
H 0.743 3.146 6.157  0.325
O -0.945 -0.041 3.466  -0.428
H 1.622 0.805 2.992  0.196
H -3.074 1.896 -6.252  0.277
H -0.586 -0.789 1.613  0.247
H -0.511 0.963 1.676  0.300
H 3.173 -2.524 0.591  0.290
H 0.817 0.769 6.825  0.330
H 3.909 -2.301 -1.821  -0.147
H 5.793 -0.549 0.571  0.374
H 0.933 2.707 4.460  0.358
O 8.442 -1.610 0.426  -0.496
H -2.374 -3.624 -2.480  0.333
O 3.060 -1.568 0.504  -0.394
H 8.310 -0.228 -1.033  0.293
H 5.715 0.463 -0.873  0.364
H 6.280 -2.553 -0.948  0.384
C 6.603 -1.542 -1.214  -0.768
O -1.599 -0.100 -5.292  -0.323
C -3.400 0.901 -0.868  -0.787
H -1.476 2.038 -6.954  0.273
H -3.679 -0.157 -0.864  0.226
H 6.447 -1.403 -2.287  0.332

Output
Frontier orbital gap ... 10.27 eV
Energy ... -2320.2202 a.u.
ΔE to the lowest compared entry with this formula, charge and spin ... 56.4 kJ/mol
Total charge ... 0
Structure (SMILES) ... CCOP(=O)(OCC)OCC.CCOP(=O)(OCC)OCC.OCCC[SiH2]O
LUMO level ... 0.09 eV

=====

Record 2
Computed, not measured: 5 unconnected molecules or ions with the total composition C15H40O5 in a non-equilibrium geometry, with wB97M-V/def2-TZVPD.

Each line ends with the Mulliken charge.
Positions of all 60 atoms, in Å:
H -2.723 4.669 -3.212  0.162
H 2.919 -3.861 1.286  0.025
H -2.183 -3.282 -0.477  0.338
H 1.719 -4.280 3.141  0.338
H -0.603 3.182 -3.338  0.299
C -2.519 3.814 -2.567  0.075
H -3.451 3.336 2.087  0.273
O 0.452 0.132 0.236  -0.113
H -0.167 0.848 0.400  -0.037
H -2.362 4.291 2.956  0.587
H 5.076 -5.717 2.344  0.365
C -1.356 1.484 2.936  -1.033
H -2.434 4.467 1.257  0.467
C -3.839 3.155 -2.190  -1.550
C -1.360 -2.612 -0.729  0.500
H -2.375 -0.930 0.366  0.220
H 2.218 -1.342 -0.883  0.308
H -4.486 3.802 -1.597  0.354
H -1.556 0.520 2.468  0.154
H -3.043 -1.376 -1.258  0.495
H -0.015 -1.545 -0.001  0.305
O -1.721 4.194 -1.516  2.897
H 2.037 1.445 0.319  0.462
O 2.418 -4.922 2.997  -0.580
H -1.603 -0.401 -1.070  -0.006
H -0.301 1.402 3.195  0.309
H -0.219 -2.081 -2.493  0.168
H 2.762 -0.961 0.778  0.245
H 4.996 -2.750 2.420  0.338
C 4.159 -3.187 2.966  -1.190
H 4.018 -6.013 1.089  0.382
H -1.419 5.061 -1.795  -1.770
C 3.411 -4.231 2.186  0.911
H -4.282 2.894 -3.151  0.469
H -1.629 -3.074 -2.796  0.444
C 2.607 -0.564 -0.225  -1.603
H 0.756 1.949 -1.546  0.353
H 2.267 1.317 -2.320  0.456
C -0.790 -2.929 -2.115  -1.181
H -1.858 1.708 3.877  0.382
H 5.168 -4.859 0.873  0.393
H -3.761 2.241 -1.601  0.102
O -1.454 2.152 0.528  -1.058
C 4.453 -5.174 1.633  -1.612
H 3.387 -2.456 3.207  0.278
H -1.798 2.851 -4.410  0.696
H 0.781 0.365 -2.315  0.060
C 1.376 1.074 -1.740  -1.324
C -2.146 -1.248 -0.651  -1.023
H 4.659 -3.518 3.876  0.354
H -1.639 2.819 -0.137  -0.229
C 1.671 0.619 -0.290  0.621
H -1.658 1.821 -2.990  -0.056
C -1.301 2.660 1.878  0.716
H 3.620 -0.372 -0.579  0.510
H -0.327 3.142 1.955  0.157
C -1.643 2.856 -3.331  -1.407
H -0.188 -3.837 -2.114  0.278
C -2.427 3.707 2.038  -1.993
O -0.296 -2.451 0.149  -0.485

Output
<S²> ... 0.750
Frontier orbital gap (alpha / beta) ... 1.89 / 9.29 eV
Energy ... -971.6120 a.u.
Multiplicity ... 2
ΔE to the lowest compared entry with this formula, charge and spin ... 0.0 kJ/mol
Total charge ... -1
LUMO level (alpha / beta) ... 2.50 / 2.49 eV

=====

Record 3
Computed, not measured: 9 unconnected molecules or ions with the total composition C15H41Cl8O12P in a non-equilibrium geometry, with wB97M-V/def2-TZVPD.

Each line ends with the Mulliken charge.
Positions of all 77 atoms, in Å:
H 1.700 3.999 1.575  0.313
O 1.063 -3.280 -3.843  -0.361
Cl -0.923 1.051 1.316  -0.013
H -6.250 0.524 1.190  0.430
H -2.158 3.905 4.325  0.312
H -3.267 5.920 2.710  0.329
C -1.317 -2.090 3.806  -0.526
Cl 0.829 4.671 -0.468  -0.169
H 3.030 -0.608 2.194  0.100
H 3.910 -1.778 -6.841  0.279
H 4.728 -4.517 -5.282  0.264
H -3.618 0.177 1.152  -0.758
H 1.551 2.623 0.475  -0.374
C 3.714 -4.647 -4.911  -0.730
H 2.288 -0.837 -0.977  0.054
H 2.556 1.697 -1.755  -0.846
H 3.408 -0.331 -5.921  0.244
O 3.503 -3.723 -3.822  -0.380
Cl -4.226 -3.702 -0.788  -0.179
O 5.033 -0.374 2.237  -0.577
H -0.151 -3.969 -2.345  0.284
O 2.315 -0.280 -0.189  0.118
O 0.906 -1.360 3.266  -0.436
H -2.171 -1.992 4.482  0.352
H -0.763 -2.583 -3.216  0.145
Cl -3.487 -1.734 -2.836  -0.154
O -1.677 -1.961 2.438  -0.502
H 2.989 -4.514 -5.709  0.329
H -0.715 3.570 2.336  0.094
C 2.406 2.053 -2.767  0.693
C 1.858 3.663 0.556  0.340
H -0.962 -3.120 3.925  0.318
Cl -2.344 1.107 -1.218  -0.209
O -3.321 5.359 3.489  -0.551
C -4.349 -2.018 -1.313  0.685
H -4.011 0.460 3.942  0.304
Cl 3.800 1.415 -3.649  -0.187
O -5.553 -1.409 1.429  -0.466
H 3.628 -5.650 -4.499  0.282
H -5.400 -1.811 -1.469  0.294
O -3.566 0.060 3.190  -0.539
C 0.136 -3.012 -2.787  -0.157
H -4.300 1.573 1.856  0.104
P 2.444 -2.545 -3.914  0.522
H -6.398 -1.690 1.070  0.274
H -1.656 4.661 1.399  0.386
H 0.493 -1.580 2.420  0.295
H -0.036 0.952 -0.864  -0.773
H 2.391 3.131 -2.843  0.457
Cl 0.876 1.435 -3.395  -0.175
H 4.498 -1.564 -5.220  0.353
H 4.316 0.457 -0.346  0.269
C -4.222 0.484 2.006  0.757
C -2.438 4.255 3.331  0.173
C 3.628 -1.391 -5.861  -0.701
H 0.194 -1.516 5.157  0.344
H -0.860 -0.553 -0.376  0.171
H -3.950 -1.357 -0.553  -0.636
H -0.434 -0.132 4.262  0.074
C 3.777 0.012 1.699  -0.245
H 5.664 0.344 2.139  0.333
H -6.114 -0.037 2.861  0.245
H 3.562 1.062 1.938  0.154
O 2.471 -2.102 -5.406  -0.316
Cl 3.559 3.795 0.139  -0.144
O -0.410 5.527 2.836  -0.499
O 2.672 -1.515 -2.901  -0.101
H -3.002 3.423 2.868  -0.109
H 4.111 -1.210 0.007  0.283
C -5.624 -0.052 1.877  -0.487
C 3.660 -0.227 0.219  -0.248
H -2.336 -1.250 2.405  0.263
C -1.286 4.506 2.415  -0.467
H 0.558 -2.387 -2.006  -0.060
H 0.130 5.195 3.558  0.357
C -0.905 0.529 -0.380  0.895
C -0.156 -1.190 4.172  -0.200

Output
Frontier orbital gap ... 10.06 eV
Energy ... -5521.9091 a.u.
Total charge ... 0
Structure (SMILES) ... COP(=O)(OC)OC.ClCCl.ClCCl.ClCCl.ClCCl.OCCO.OCCO.OCCO.OCCO
LUMO level ... 0.28 eV

=====

Record 4
Computed, not measured: a molecular structure, C15H42BInN11O24S in a non-equilibrium geometry, with wB97M-V/def2-TZVPD.

Each line ends with the Mulliken charge.
Positions of all 95 atoms, in Å:
N -2.452 2.422 -6.332  0.853
N 0.008 -6.356 3.680  1.056
N 3.785 3.753 -2.422  0.943
H 4.797 -3.052 6.548  0.292
H -5.619 -3.766 1.916  0.297
H 3.763 1.631 4.046  0.203
N -2.264 7.017 -8.593  0.860
H -1.597 -0.349 2.701  0.353
C -3.608 1.309 5.479  -0.769
H 0.764 -5.566 1.897  0.349
H 2.766 5.199 1.387  0.304
O 2.698 4.712 3.727  -0.535
C -3.010 1.721 -5.143  -0.755
O -3.022 7.895 -8.233  -0.529
H 7.222 0.844 -6.513  0.294
O 0.643 -5.716 4.488  -0.592
H -3.777 2.358 -4.714  0.299
H 3.959 5.226 -3.892  0.299
H 2.227 -0.272 4.131  0.253
H 1.928 6.757 1.674  0.328
N -4.188 0.964 -1.642  0.992
H -2.415 5.721 -6.960  0.280
In 1.078 -0.028 1.485  0.286
O 1.223 -2.728 -0.391  -0.578
H 3.064 -2.821 6.924  0.285
C 3.854 4.145 -3.856  -0.710
H 6.683 0.553 -4.831  0.299
N 4.149 -1.065 6.595  0.886
H 5.851 -0.260 -6.189  0.285
H -4.045 1.866 6.302  0.293
C -2.498 5.653 -8.040  -0.710
C -4.693 -4.310 1.775  -0.847
H 2.353 2.570 3.318  0.113
H 2.932 3.825 -4.330  0.320
N 5.420 1.770 -5.961  0.817
O 4.051 -0.290 5.675  -0.463
N -4.039 1.968 4.217  0.916
H -5.142 -0.669 -0.757  0.274
C 3.893 -2.503 6.300  -0.728
O -1.220 -9.651 -0.552  -0.551
O -1.338 7.165 -9.365  -0.524
C 1.882 5.678 1.791  -0.739
C 2.181 0.463 3.340  -0.384
C -0.211 -5.747 2.342  -0.315
O -3.230 2.692 -7.231  -0.542
C -1.115 0.294 1.968  -0.263
O 4.416 1.689 -5.290  -0.440
C -1.768 1.320 1.400  -0.582
H 0.982 5.274 1.339  0.271
N -3.559 -3.407 2.111  0.919
H -3.959 0.284 5.467  0.278
O -3.007 1.216 -1.672  -0.508
B 1.348 -2.232 0.875  0.274
N -0.525 -9.035 0.231  0.906
H -1.754 4.979 -8.444  0.325
O 2.879 4.213 -1.766  -0.491
O 0.870 5.852 3.862  -0.565
H 0.994 -9.746 1.473  0.272
H 4.704 3.662 -4.297  0.183
O 5.707 2.702 -6.689  -0.522
C -0.091 -9.730 1.473  -0.633
O -3.820 -2.280 2.465  -0.491
H 2.894 1.782 -0.445  -0.038
H -2.210 1.550 -4.432  0.333
O 4.436 -0.780 7.745  -0.577
O -0.149 -7.890 0.087  -0.521
S 1.596 1.445 -0.463  -0.500
O -2.442 -3.878 2.001  -0.611
C -4.706 0.271 -0.429  -0.524
N 1.815 5.391 3.251  0.920
O 4.642 2.994 -2.007  -0.529
H -0.498 -10.735 1.462  0.320
H -0.469 -9.158 2.317  0.220
H -4.570 -4.616 0.741  0.312
H 0.986 -3.059 2.561  0.229
H 1.191 -1.997 -1.022  0.280
H -1.758 1.408 0.327  0.229
H -0.790 -6.431 1.742  0.183
O -4.673 1.301 3.428  -0.501
H 3.650 -2.599 5.248  0.283
O -4.988 1.234 -2.525  -0.610
H -4.636 -5.166 2.441  0.314
C 2.797 1.621 3.559  -0.361
C 6.377 0.634 -5.869  -0.740
H -0.748 -4.812 2.493  0.046
H -3.436 0.785 -5.488  0.295
O -1.269 2.685 -6.342  -0.492
O -0.463 -7.465 3.897  -0.647
H -5.458 0.914 0.017  0.304
H -3.877 0.107 0.255  0.060
H -3.498 5.350 -8.333  0.294
O -3.719 3.127 4.068  -0.521
O 1.646 -3.186 1.867  -0.563
H -2.523 1.350 5.511  0.302
H -2.259 2.042 2.048  0.120

Output
Frontier orbital gap ... 5.24 eV
Energy ... -3616.9139 a.u.
Total charge ... -1
LUMO level ... 1.59 eV

=====

- Which value of energy does entry 1 give?
  -2320.2202 a.u.

=====

- energy of number 4 (C15H42BInN11O24S)?
  -3616.9139 a.u.